(1)
Density functional theory data (ωB97M-V/def2-TZVPD) for a structure of composition C13H28N4OP2STl in a non-equilibrium geometry.

Total charge ... +2
<S²> ... 0.788
HOMO (spin up / spin down) ... -13.89 / -13.89 eV
E_LUMO (spin up / spin down) ... -6.392 / -8.817 eV
Kohn-Sham gap (spin up / spin down) ... 7.501 / 5.072 eV
Multiplicity ... 2

Each line ends with the Mulliken charge.
Cartesian coordinates (Å):
Tl: 0.22800 -0.20565 0.19719  0.943
P: -0.16920 -2.23913 -1.28598  0.009
P: -0.71977 -0.35727 2.54519  -0.103
N: 0.34464 0.84684 -1.91298  -0.065
N: -0.13423 1.99868 0.52037  -0.036
H: 0.42506 2.85196 -2.70261  0.422
H: 0.52449 3.83621 -0.31949  0.513
H: 1.77101 2.37234 -1.60386  0.311
C: 0.68133 2.28740 -1.78944  -0.852
H: -1.04760 3.25270 -0.93801  0.392
C: -0.04023 2.93049 -0.60291  -0.685
H: -0.04193 0.51825 -3.94183  0.441
H: -0.59880 3.34948 2.06792  0.482
C: 0.01173 0.13568 -2.90139  -0.092
C: -0.49729 2.29924 1.76639  -0.097
H: 0.20489 -1.87777 -3.67310  0.563
C: -0.39773 -1.33173 -2.92545  -0.714
H: -1.45556 -1.42684 -3.23599  0.293
H: -2.02060 -0.95337 2.49148  0.183
H: 0.14115 -1.14767 3.38402  0.158
H: -1.30861 -3.05649 -1.14782  0.147
H: 0.86493 -3.18016 -1.52906  0.105
O: -2.08393 -0.41928 -0.35479  -0.784
C: -2.90050 0.61224 -0.83888  1.213
C: -3.81214 0.11074 -1.95573  -1.500
C: -3.67282 1.21824 0.32821  -1.201
H: -2.25706 1.41124 -1.28780  -0.342
H: -3.22337 -0.13007 -2.84555  0.251
H: -4.35970 -0.78950 -1.63997  0.344
H: -4.54774 0.87780 -2.23223  0.402
H: -2.98602 1.59360 1.09040  0.181
H: -4.31967 2.04078 0.00146  0.380
H: -4.30405 0.44742 0.78924  0.312
C: -0.75579 1.37739 2.81984  -0.465
H: -0.95009 1.84194 3.79443  0.443
S: 2.82823 0.29654 0.34305  -0.307
C: 3.10609 -1.14360 1.22715  -0.066
N: 3.33116 -2.32064 0.59372  0.011
C: 3.94394 -3.48927 1.22152  -0.601
C: 3.62146 -3.53316 2.69816  -0.449
C: 3.87334 -2.17371 3.31175  -0.656
N: 3.09838 -1.17169 2.58250  -0.032
H: 3.35597 -2.24152 -0.41921  0.270
H: 5.02995 -3.42213 1.06926  0.330
H: 3.58411 -4.37797 0.69351  0.356
H: 4.27002 -4.26489 3.18177  0.341
H: 2.58824 -3.85644 2.86625  0.246
H: 4.93890 -1.91550 3.22628  0.313
H: 3.58409 -2.12024 4.36519  0.389
H: 3.01664 -0.24382 3.00405  0.306

=====

(2)
Density functional theory data (ωB97M-V/def2-TZVPD) for a structure of composition C13H28O12Zn in a non-equilibrium geometry.

HOMO ... -7.22 eV
E_LUMO ... 0.631 eV
Kohn-Sham gap ... 7.853 eV
Multiplicity ... 1

Each line ends with the natural charge from an NBO analysis.
Cartesian coordinates (Å):
Zn: -7.89278 1.36166 21.22155  1.773
O: -9.45713 2.42126 20.97526  -1.369
H: -9.96163 2.86606 20.26662  0.448
C: -4.79095 0.23838 21.65665  -0.217
O: -6.18750 0.25937 21.51322  -1.072
H: -4.25341 -0.70463 21.75605  0.139
H: -4.36803 0.65537 20.74266  0.123
H: -4.42300 0.98066 22.36497  0.118
C: -11.60603 0.35214 23.35553  -0.267
O: -10.63147 -0.14616 24.20251  -0.488
C: -9.36406 -0.25918 23.78247  1.021
O: -8.94090 0.14474 22.66019  -0.719
O: -8.68648 -1.05518 24.63735  -0.504
C: -7.48885 -1.73479 24.19455  -0.249
H: -11.73858 -0.42197 22.59970  0.178
H: -11.15319 1.25355 22.94261  0.237
H: -12.59159 0.48466 23.80189  0.200
H: -6.67217 -1.04093 23.99532  0.221
H: -7.77436 -2.39544 23.37594  0.193
H: -7.21305 -2.38000 25.02866  0.192
C: -7.46440 -2.33207 19.65050  -0.270
O: -8.85453 -2.05973 19.57232  -0.486
C: -9.35020 -0.85613 19.62539  1.040
O: -8.72859 0.16681 19.79159  -0.693
O: -10.72521 -0.99780 19.42552  -0.510
C: -11.57891 0.10192 19.37984  -0.255
H: -6.75527 -1.86245 18.96881  0.199
H: -7.34349 -3.39981 19.46768  0.190
H: -7.11413 -2.05952 20.64605  0.223
H: -12.12299 0.00453 18.44038  0.180
H: -11.10952 1.08236 19.29927  0.217
H: -12.25423 0.10854 20.23542  0.180
C: -5.14897 2.06220 17.64316  -0.271
O: -5.51806 3.28732 18.10641  -0.477
C: -6.43938 3.36796 19.06000  1.025
O: -6.90070 2.42808 19.71281  -0.676
O: -6.66969 4.71023 19.14683  -0.492
C: -7.45205 5.22142 20.20882  -0.271
H: -5.68726 1.69340 16.77003  0.181
H: -5.06062 1.25467 18.36991  0.210
H: -4.12933 2.11532 17.26155  0.189
H: -8.51914 5.12660 20.00778  0.195
H: -7.35082 6.29644 20.35773  0.189
H: -7.29533 4.79467 21.19949  0.211
C: -7.40692 2.51329 24.99664  -0.727
C: -6.71973 2.96665 23.74057  0.637
O: -7.19174 2.79139 22.60443  -0.611
C: -5.35306 3.54909 23.86870  -0.726
H: -7.70789 3.30776 25.67953  0.244
H: -6.82698 1.78403 25.56228  0.240
H: -8.31130 1.97914 24.70529  0.236
H: -4.61789 3.42077 23.07425  0.250
H: -4.84884 3.02180 24.67855  0.228
H: -5.58155 4.60957 23.97484  0.242

=====

The evaluated energy above the lowest of the compared OMol25 structures with the same formula, charge and spin for the records listed, in turn: 0.0; 6.9 kcal per mole.